327
Properties=species:S:1:pos:R:3:forces:R:3:lowdin_charge:R:1 method="wB97M-V/def2-TZVPD" homo_ev=-8.29 mol_weight_g_mol=1732.6 total_energy_ha=-5644.7427 lumo_energy_ha=0.0171
C 2.02568 2.46145 -5.13315 1.2 0.5 -1.9 -0.075
C 0.83642 2.95972 -5.96870 -1.0 0.4 0.5 -0.250
O -0.10480 3.57491 -5.07109 0.4 -0.9 -0.6 -0.196
C -1.32698 3.92620 -5.70365 0.2 -0.8 2.2 -0.272
C -2.20852 4.22306 -4.53450 -0.9 -0.7 -0.1 -0.079
H 2.87596 2.34308 -5.87940 -0.7 0.2 1.1 0.093
H 2.31626 3.17111 -4.35127 -0.1 0.2 -0.4 0.058
H 1.94344 1.50270 -4.64767 -0.6 -0.4 0.0 0.052
H 1.06415 3.80093 -6.65625 0.7 -0.8 -0.1 0.113
H 0.30862 2.15158 -6.56247 0.7 0.6 0.6 0.126
H -1.23903 4.75892 -6.32003 0.6 1.7 -1.4 0.089
H -1.74525 3.13273 -6.28661 -0.1 -0.9 -0.4 0.110
H -2.27295 3.28767 -3.97074 -0.4 0.1 0.0 0.071
H -3.20701 4.52791 -4.87906 0.2 0.0 0.5 0.083
H -1.72600 4.92835 -3.87848 -0.1 0.6 0.1 0.058
C -6.70734 -5.39326 6.82494 -1.9 0.7 -0.2 -0.091
C -5.23151 -5.43928 6.63145 1.2 2.1 -0.3 -0.233
O -4.78057 -4.42143 5.66427 -0.7 -1.7 -0.2 -0.210
C -5.08172 -3.08427 5.99310 0.2 -0.8 0.0 -0.294
C -4.23813 -2.22619 5.07691 0.2 0.3 1.8 -0.048
H -7.23115 -5.55072 5.81199 0.6 -0.2 1.7 0.100
H -7.00167 -6.11172 7.61224 -0.1 -0.1 -0.7 0.081
H -7.11577 -4.41239 7.23184 0.8 -0.9 -0.6 0.088
H -4.64964 -5.16885 7.52754 -0.4 -0.4 0.2 0.120
H -4.90317 -6.41630 6.29138 0.0 0.1 -0.3 0.094
H -6.15676 -2.82908 5.95504 0.2 -0.2 -0.3 0.106
H -4.81297 -2.99871 7.03868 0.3 0.7 0.5 0.113
H -4.58659 -2.16656 4.09431 -0.7 -0.3 -1.7 0.037
H -3.19572 -2.55428 5.06819 -0.1 0.1 0.2 0.086
H -4.34074 -1.22335 5.46372 0.5 0.6 0.1 0.075
C 2.80612 6.64405 -4.16752 -0.8 -0.6 -1.4 -0.047
C 1.73421 6.96473 -5.27207 -1.0 -1.1 1.4 -0.271
O 2.09290 7.98952 -6.15059 0.0 0.2 0.3 -0.162
C 1.90029 9.25747 -5.55570 -1.2 0.2 -1.1 -0.269
C 2.21966 10.29240 -6.65929 -0.8 -1.2 0.0 -0.060
H 2.88203 7.42669 -3.43406 0.1 0.6 0.2 0.031
H 2.49193 5.74676 -3.59673 0.3 0.2 -0.5 0.062
H 3.75769 6.51161 -4.69917 0.0 -0.2 0.5 0.080
H 1.47868 6.10913 -5.91751 0.6 0.0 0.4 0.108
H 0.76379 7.15556 -4.71160 0.8 0.3 -0.7 0.111
H 0.81836 9.27912 -5.18953 1.1 0.4 -0.5 0.129
H 2.51066 9.34284 -4.68034 0.7 0.3 0.6 0.090
H 3.17352 10.08665 -7.13968 0.3 0.0 0.5 0.071
H 2.18635 11.30021 -6.27721 -0.1 0.4 -0.1 0.063
H 1.50872 10.11723 -7.49125 0.0 0.5 0.6 0.082
C -9.16817 -1.97145 1.89497 -2.6 -2.7 -0.6 -0.057
C -9.18553 -3.16857 2.89242 0.6 1.0 -0.3 -0.287
O -8.27342 -4.19201 2.67011 0.2 0.4 -0.9 -0.167
C -7.05317 -3.96648 3.34663 0.6 -0.9 -2.1 -0.263
C -6.26012 -5.18648 2.90933 0.4 -0.6 1.2 -0.048
H -9.22835 -2.43534 0.86884 0.4 0.5 0.9 0.089
H -10.18867 -1.53232 2.03327 1.1 0.4 -0.1 0.083
H -8.35472 -1.32680 1.97313 1.2 1.3 0.2 0.032
H -8.99077 -2.87182 3.92755 -0.7 0.5 0.1 0.113
H -10.13874 -3.61368 2.75722 -1.1 -0.4 0.3 0.101
H -6.48288 -3.06480 2.98970 -0.8 -0.3 0.4 0.129
H -7.32326 -3.89770 4.37913 0.5 0.0 0.9 0.077
H -6.88801 -6.10533 2.98792 0.5 0.7 0.0 0.090
H -5.36969 -5.30446 3.52593 -0.2 -0.1 0.0 0.047
H -5.90197 -5.08221 1.89868 -0.2 0.1 -0.5 0.066
C 6.84310 4.89721 -2.45439 -0.4 1.5 0.0 -0.052
C 5.70953 4.00785 -2.96743 -0.8 0.5 1.0 -0.318
O 6.12266 2.71884 -2.68778 -0.5 -2.1 0.3 -0.184
C 5.45558 1.59983 -3.35581 0.7 0.5 0.8 -0.219
C 6.08677 1.46771 -4.74478 -1.3 2.6 0.8 -0.063
H 7.68578 4.74406 -3.12990 0.2 0.1 0.2 0.075
H 6.60704 5.99902 -2.42493 -0.1 -1.0 -0.4 0.091
H 7.14229 4.71128 -1.41580 -0.2 -0.5 -0.4 0.048
H 4.71283 4.18532 -2.48435 0.6 0.2 -0.1 0.103
H 5.52903 4.14102 -4.02170 0.1 0.3 -0.7 0.100
H 5.61449 0.72911 -2.69492 0.4 0.4 -0.3 0.101
H 4.34569 1.65688 -3.38225 0.4 0.6 -0.1 0.104
H 5.56490 2.20575 -5.39608 0.2 -0.8 0.0 0.070
H 5.93815 0.47709 -5.03390 0.2 -1.5 -1.1 0.050
H 7.10287 1.85275 -4.71452 0.3 -0.7 0.1 0.082
C 2.26717 3.83239 5.19335 -0.8 -0.1 -0.3 -0.077
C 3.10571 3.26050 4.05076 1.2 0.0 1.7 -0.206
O 4.37577 2.72146 4.61652 -1.3 1.0 -0.9 -0.182
C 5.34250 3.76381 4.79768 -1.5 -1.1 1.6 -0.306
C 6.62524 3.09869 5.07848 2.1 -0.3 -0.2 -0.097
H 1.26902 4.15724 4.93297 -0.4 0.2 -1.0 0.053
H 1.97551 3.07750 5.91106 0.8 -0.3 0.6 0.068
H 2.67324 4.73558 5.63650 0.5 -0.2 0.3 0.071
H 2.69439 2.37783 3.60652 -0.7 -0.3 -0.4 0.099
H 3.27809 4.05085 3.30665 0.2 -0.3 0.1 0.090
H 5.33682 4.30479 3.89406 0.3 1.2 -0.9 0.076
H 5.05494 4.38320 5.68333 0.1 0.0 -0.8 0.130
H 7.42714 3.85537 5.10325 -0.2 -0.1 0.2 0.083
H 6.94310 2.42308 4.25711 -0.4 0.1 0.5 0.078
H 6.65342 2.55571 6.03709 -0.2 0.2 -0.4 0.086
C -0.91301 1.45407 5.06002 0.7 -1.5 -0.3 -0.069
C -2.02867 1.94378 4.18238 -1.6 -0.5 0.5 -0.276
O -2.72757 0.76772 3.71346 -0.2 1.0 0.3 -0.199
C -3.88658 1.12379 2.94843 2.5 0.8 -1.2 -0.244
C -3.53742 1.22335 1.46008 0.2 0.0 -1.1 -0.064
H -1.28549 0.50095 5.52373 0.4 0.9 -0.2 0.092
H -0.01060 1.15546 4.44811 -0.8 0.5 0.7 0.091
H -0.65505 2.14346 5.85863 0.2 0.1 -0.1 0.064
H -2.76386 2.60190 4.74270 0.7 -0.7 -0.4 0.135
H -1.74199 2.48935 3.30700 0.6 0.5 -0.4 0.078
H -4.56982 0.39331 3.17854 -1.9 -1.8 0.2 0.077
H -4.27628 2.08437 3.24184 -0.2 0.5 0.4 0.108
H -3.24954 0.28570 0.91897 -0.2 0.5 0.9 0.057
H -2.71295 1.95445 1.29655 -0.4 -0.5 0.2 0.077
H -4.37349 1.61296 0.86017 0.0 0.0 0.3 0.070
C 2.16042 -3.44138 -2.58285 -1.0 0.3 -1.2 -0.043
C 0.63913 -3.70870 -2.45781 3.1 0.1 -1.0 -0.253
O 0.40158 -4.96389 -3.06436 -1.0 1.3 -0.9 -0.151
C -0.92084 -4.95510 -3.60034 -0.9 -0.9 2.3 -0.268
C -1.43027 -6.38146 -3.33104 -1.7 1.4 -0.4 -0.066
H 2.55543 -3.32300 -3.61665 -0.7 -0.1 0.5 0.101
H 2.45223 -2.58418 -2.03720 0.0 1.2 0.4 0.019
H 2.70492 -4.20885 -2.12612 0.7 -1.5 0.5 0.024
H 0.39013 -3.80853 -1.44938 -0.4 0.0 2.0 0.093
H 0.11661 -2.82718 -2.80624 -0.5 -0.1 -0.8 0.106
H -1.56455 -4.25446 -3.01459 0.4 -0.3 -0.2 0.101
H -0.99038 -4.59003 -4.60121 0.3 -0.1 -1.1 0.108
H -0.70083 -7.04052 -3.75198 0.3 -0.8 0.1 0.058
H -2.42065 -6.51449 -3.84305 0.8 -0.1 0.4 0.087
H -1.61398 -6.47812 -2.23047 0.5 -0.3 -1.0 0.073
C 6.80695 -7.97299 -1.51264 -0.5 -0.2 2.4 -0.075
C 5.54056 -8.71540 -1.85732 -0.2 1.6 -1.4 -0.264
O 4.41918 -7.91859 -1.49945 -0.2 -0.3 0.6 -0.184
C 3.13397 -8.31133 -2.02493 2.0 -0.5 -1.1 -0.263
C 2.13459 -7.49548 -1.33481 -2.2 -0.7 0.8 -0.066
H 6.69046 -6.96748 -1.79909 -0.1 1.4 -0.3 0.063
H 7.13204 -7.99817 -0.43746 -0.8 0.0 -0.7 0.089
H 7.63549 -8.35096 -2.01212 1.4 -0.9 -1.2 0.048
H 5.48694 -8.71874 -2.95046 0.3 -0.6 -0.2 0.117
H 5.57578 -9.71644 -1.49110 -0.6 -0.9 0.5 0.109
H 3.12114 -8.23160 -3.15117 0.1 0.2 0.9 0.136
H 2.97343 -9.36512 -1.79634 -0.1 -0.2 0.0 0.118
H 2.27665 -6.43551 -1.31762 0.5 0.6 -0.1 0.055
H 2.02691 -7.89355 -0.30559 0.0 0.5 -0.5 0.063
H 1.15696 -7.65816 -1.82313 0.2 0.1 0.2 0.088
C -2.55886 7.46768 -4.68954 0.0 0.7 0.3 -0.096
O -1.56141 7.67193 -3.70497 0.0 -1.2 0.8 -0.225
C -1.71017 8.77823 -2.83543 1.0 1.2 -1.9 -0.218
C -0.68351 8.72072 -1.71394 -0.8 -1.8 0.1 -0.187
N -0.97477 7.87166 -0.56318 0.2 -0.6 0.3 -0.049
C -1.96897 8.32897 0.35809 -2.8 -2.0 -1.0 -0.233
C -1.87066 7.79126 1.76928 1.8 -0.7 0.5 -0.196
O -2.05099 6.36493 1.76501 -1.6 0.6 -0.5 -0.208
C -1.13824 5.51700 2.41965 -0.5 -1.3 -3.4 -0.087
H -3.44881 6.93742 -4.32155 0.3 0.0 0.1 0.081
H -2.11258 6.89706 -5.51813 -0.2 0.4 0.3 0.087
H -2.86893 8.47010 -4.98550 -0.2 0.0 -0.7 0.085
H -2.73311 9.01234 -2.53946 -0.2 -0.6 0.4 0.121
H -1.41626 9.67368 -3.46323 -0.3 -0.4 0.5 0.130
H -0.63272 9.70659 -1.34006 0.5 1.3 0.4 0.100
H 0.28513 8.36785 -2.08764 -0.2 0.4 -0.3 0.111
H -1.23398 6.92384 -0.79872 0.4 -0.1 -0.4 0.092
H -3.06904 7.95821 0.03185 1.9 0.6 0.5 0.156
H -2.08479 9.37061 0.24758 0.2 1.5 0.6 0.097
H -2.66389 8.28626 2.31410 -0.2 -0.1 0.6 0.110
H -0.87615 7.94951 2.28243 -0.8 0.4 -0.6 0.129
H -1.66587 4.65029 2.86957 0.4 0.6 -0.3 0.085
H -0.59395 6.04764 3.08911 1.6 1.4 2.6 0.034
H -0.41296 5.22383 1.60326 -0.5 -0.5 1.1 0.095
C -4.85620 4.93733 -2.06889 -0.3 -0.6 0.0 -0.091
O -5.23388 4.21119 -3.22288 -0.4 0.0 -0.1 -0.228
C -6.08122 3.09099 -3.02385 0.8 0.2 0.3 -0.207
C -6.38021 2.58360 -4.43899 1.4 -0.9 0.6 -0.187
N -6.51484 1.13819 -4.49967 -1.3 -0.5 1.4 -0.100
C -6.69160 0.66475 -5.84018 1.5 -0.7 -1.4 -0.187
C -5.25750 0.51788 -6.49359 -1.6 -1.2 0.1 -0.207
O -5.45889 -0.01724 -7.77656 -0.5 -0.6 -0.3 -0.202
C -4.27431 -0.45666 -8.39023 0.7 1.0 0.4 -0.114
H -3.78263 5.00116 -2.12090 0.5 0.5 0.1 0.064
H -5.06771 4.36387 -1.14751 -0.2 0.4 -0.2 0.092
H -5.34637 5.92329 -2.10434 0.2 -0.3 0.4 0.094
H -6.98570 3.37202 -2.42350 0.3 -0.1 -0.7 0.133
H -5.55235 2.33656 -2.41248 -0.1 0.0 -0.3 0.108
H -5.57426 2.79084 -5.18608 -0.6 0.5 1.0 0.131
H -7.27844 3.05039 -4.69285 -1.5 1.0 -1.2 0.096
H -7.33585 0.83248 -3.95020 0.6 0.4 -0.3 0.130
H -7.26635 1.30926 -6.52071 -0.1 0.2 0.3 0.118
H -7.21443 -0.31758 -5.83625 0.6 0.5 0.0 0.132
H -4.66107 -0.17075 -5.90314 0.1 -0.2 0.4 0.099
H -4.69115 1.42657 -6.57796 0.1 0.9 0.2 0.107
H -3.69546 -1.18491 -7.77917 -0.6 0.0 -0.4 0.096
H -3.61919 0.42906 -8.46879 0.2 -0.2 -0.3 0.085
H -4.51631 -0.79248 -9.39755 0.1 -0.3 0.2 0.087
C 1.67447 -8.87125 2.07032 0.2 0.4 0.5 -0.153
O 0.39434 -8.88527 1.54026 -1.0 0.7 -0.9 -0.195
C -0.33292 -7.62704 1.75835 3.0 -1.4 1.8 -0.167
C -1.30674 -7.96366 2.83056 -1.5 0.7 -0.7 -0.216
N -2.16211 -6.77042 3.05539 0.3 -0.8 0.6 -0.025
C -3.21025 -7.08844 4.05022 0.5 1.6 -0.5 -0.214
C -4.22315 -8.01162 3.47099 1.3 -1.3 -0.8 -0.301
O -5.23827 -8.00755 4.38453 -2.3 -0.9 0.9 -0.220
C -6.32606 -8.86592 3.98998 1.6 -0.1 -0.6 -0.071
H 1.69773 -8.77349 3.16644 -0.2 -0.3 0.0 0.087
H 2.25001 -8.02712 1.71484 0.3 0.4 -0.3 0.049
H 2.17012 -9.76775 1.74578 0.2 -0.5 0.1 0.092
H -0.80702 -7.26298 0.89285 -0.5 0.2 -1.3 0.105
H 0.47540 -6.92361 2.09023 -1.0 0.0 -0.2 0.120
H -0.82819 -8.24728 3.75595 0.4 -0.4 0.3 0.102
H -1.86446 -8.83973 2.42386 0.1 0.7 0.5 0.131
H -1.49064 -6.08475 3.42678 -0.8 0.0 0.1 0.092
H -3.81453 -6.19349 4.28030 0.8 0.0 0.1 0.093
H -2.82485 -7.49459 4.99597 0.1 0.0 -0.1 0.122
H -3.77256 -9.05195 3.41961 -0.6 0.8 -0.4 0.134
H -4.54012 -7.65411 2.46188 0.2 -0.3 0.4 0.140
H -5.94963 -9.88403 3.74396 -0.1 0.3 0.5 0.091
H -6.66930 -8.49316 3.02090 -0.8 0.1 0.3 0.079
H -7.03715 -8.92290 4.80719 -0.2 0.2 -0.2 0.089
C 6.52141 -1.74035 3.63107 -1.0 1.7 -1.9 -0.096
O 5.28149 -2.34309 3.32971 -0.2 0.9 0.3 -0.217
C 4.19948 -1.74865 4.08468 0.8 0.0 -1.4 -0.205
C 2.99293 -2.47222 3.62772 -1.5 0.0 0.5 -0.213
N 3.09952 -3.90586 3.97303 -1.9 0.7 -0.1 -0.009
C 1.75185 -4.51135 3.82439 0.1 1.0 0.2 -0.191
C 0.90860 -4.23740 5.06766 1.2 -1.1 1.1 -0.222
O -0.13655 -5.19522 5.21242 0.3 -0.5 0.5 -0.204
C 0.25267 -6.41591 5.84557 0.4 -0.8 0.3 -0.110
H 6.35187 -0.62354 3.69946 0.7 -1.1 0.1 0.104
H 7.25245 -1.98080 2.87279 -0.1 0.2 -0.9 0.083
H 6.98691 -2.16286 4.44570 0.6 -0.6 2.7 0.055
H 4.08751 -0.63536 3.95541 0.5 -0.9 -0.1 0.133
H 4.34654 -1.98617 5.11566 0.2 0.1 1.0 0.117
H 2.72279 -2.31777 2.55260 0.3 0.0 0.7 0.108
H 2.17284 -1.98253 4.22987 0.4 -0.7 -0.6 0.135
H 3.72689 -4.36361 3.33689 0.4 -0.2 -0.3 0.048
H 1.84076 -5.57114 3.67707 0.2 -0.7 0.1 0.091
H 1.16990 -4.12527 2.97156 0.3 0.0 -0.2 0.111
H 0.47908 -3.26033 5.12664 -0.6 0.6 -0.5 0.089
H 1.60849 -4.23126 5.93495 -0.4 -0.4 -0.2 0.132
H 1.15103 -6.92799 5.40556 -0.5 0.8 0.0 0.086
H -0.56264 -7.15119 5.68185 0.3 0.7 0.3 0.067
H 0.48097 -6.34495 6.95646 -0.5 0.4 -1.2 0.104
C 5.04337 -6.78254 3.36595 0.6 0.7 0.8 -0.107
O 4.80905 -5.69944 2.47819 -0.1 -0.6 -1.1 -0.258
C 4.81117 -6.01707 1.02569 1.3 2.0 2.1 -0.148
C 4.22331 -4.81242 0.31219 -0.7 0.0 -0.2 -0.203
N 4.93577 -3.57384 0.61871 -0.1 -2.4 1.7 -0.039
C 4.35758 -2.37755 0.11073 -0.5 0.6 0.5 -0.220
C 5.53448 -1.52787 -0.20573 1.0 1.9 -0.5 -0.221
O 5.26485 -0.15630 -0.42844 -1.6 1.4 0.3 -0.214
C 5.02391 0.48183 0.85683 1.5 0.2 -0.3 -0.070
H 5.90255 -7.42269 3.07498 -0.2 0.5 0.0 0.090
H 4.19325 -7.45670 3.54225 -0.2 0.2 -0.4 0.070
H 5.25300 -6.26194 4.34142 0.0 -0.8 -0.8 0.104
H 4.15915 -6.81922 0.90794 -0.7 -1.7 -0.6 0.071
H 5.87173 -6.20315 0.75745 -0.7 -0.1 -0.1 0.128
H 3.11258 -4.75725 0.63293 1.2 -0.1 -0.7 0.146
H 4.32502 -5.04347 -0.77683 -0.4 0.2 0.7 0.119
H 4.99951 -3.55599 1.66484 0.2 0.5 -1.3 0.100
H 3.65861 -1.88841 0.82340 0.4 -0.1 -0.2 0.093
H 3.75040 -2.53086 -0.76967 0.2 -0.3 -0.3 0.085
H 6.10913 -1.84860 -1.07629 -0.4 -0.4 -0.1 0.133
H 6.25827 -1.46839 0.58545 0.4 -1.0 0.9 0.097
H 4.70186 1.55904 0.80474 -0.1 -1.3 -0.5 0.087
H 6.04220 0.51162 1.30702 -0.6 0.1 0.3 0.089
H 4.37537 -0.14635 1.49139 0.1 0.5 -0.2 0.069
C 3.26401 9.87518 -1.02295 -2.0 1.2 -0.9 -0.149
O 3.57438 9.06474 0.04872 -0.4 -0.6 0.5 -0.187
C 2.40367 8.37809 0.49693 0.2 0.1 1.8 -0.221
C 2.78099 7.60183 1.81461 0.7 2.0 -0.5 -0.188
N 3.94806 6.73000 1.67668 -1.2 0.5 0.5 -0.043
C 3.86473 5.83425 0.52808 0.4 0.0 0.6 -0.199
C 4.83284 4.69790 0.78176 -1.4 -1.4 0.1 -0.254
O 6.05640 5.31023 0.92502 0.6 0.7 -0.4 -0.194
C 7.12004 4.48670 1.29004 -1.0 -0.7 0.4 -0.086
H 2.39008 10.58156 -0.74886 1.1 -0.9 -0.4 0.107
H 2.92583 9.29092 -1.92117 0.3 0.3 0.6 0.074
H 4.08415 10.52315 -1.31748 0.3 -0.2 0.2 0.082
H 1.99914 7.69995 -0.26545 0.1 0.2 -0.1 0.101
H 1.59826 9.10107 0.80358 0.5 -0.4 -0.6 0.122
H 1.89881 7.12283 2.16888 -0.8 -1.2 -0.1 0.077
H 2.90527 8.36967 2.64340 0.5 -0.7 -1.0 0.133
H 4.76734 7.31653 1.64894 0.2 -0.2 -0.2 0.107
H 4.16461 6.29959 -0.42514 -0.2 0.1 0.1 0.123
H 2.83522 5.48576 0.46627 -0.1 -0.2 -0.2 0.119
H 4.80539 4.01191 -0.10509 0.2 0.1 0.6 0.116
H 4.53730 4.09394 1.72563 0.5 0.8 -1.3 0.121
H 6.85044 4.03760 2.25570 0.3 -0.6 -0.2 0.075
H 7.91735 5.14122 1.49357 1.3 0.7 0.0 0.078
H 7.38181 3.74625 0.51532 -0.1 0.1 0.3 0.097
C -0.81590 0.32593 -4.29296 -0.2 1.7 1.3 -0.071
O -2.18199 0.66322 -4.49371 0.3 0.1 -1.5 -0.204
C -3.02352 0.53868 -3.39886 -0.6 -0.1 0.2 -0.254
C -3.51972 -0.89037 -3.16875 1.0 0.9 0.4 -0.209
N -4.64254 -0.68054 -2.27432 -0.9 0.7 -1.1 -0.070
C -5.19419 -1.88548 -1.74514 -1.3 -1.1 0.1 -0.230
C -4.48198 -2.41772 -0.50281 0.6 -0.7 -0.3 -0.193
O -3.22928 -3.02003 -0.87460 0.1 0.1 -0.2 -0.228
C -3.08167 -4.36857 -0.44841 -1.1 0.9 1.4 -0.093
H -0.34412 1.26009 -3.89200 0.0 -0.9 0.2 0.073
H -0.28459 0.16992 -5.22731 -0.4 -0.6 -0.2 0.083
H -0.75000 -0.48787 -3.55938 0.5 0.0 -0.4 0.078
H -3.92643 1.15517 -3.57014 0.5 0.0 -0.2 0.099
H -2.58007 0.89372 -2.45638 0.2 0.0 -0.1 0.130
H -2.67578 -1.40991 -2.67952 -0.7 -0.3 0.0 0.108
H -3.75827 -1.40679 -4.11512 -0.1 0.1 0.2 0.120
H -5.35182 -0.09804 -2.82162 1.1 -1.2 1.0 0.104
H -5.25269 -2.75866 -2.50729 0.2 1.1 1.0 0.146
H -6.25426 -1.70373 -1.43732 0.7 0.0 -0.2 0.122
H -5.02150 -3.29392 -0.19916 -1.1 0.0 0.7 0.085
H -4.36374 -1.69765 0.35348 -0.1 -0.4 -0.9 0.126
H -3.96998 -5.02188 -0.58533 0.3 0.6 -0.1 0.107
H -2.79285 -4.39642 0.60637 -0.3 -0.1 0.2 0.076
H -2.27394 -4.76642 -0.96168 1.5 -0.8 -1.2 0.030
C -0.06945 4.23117 -1.34213 0.0 0.3 0.2 -0.099
O 0.57551 3.21332 -0.62436 0.6 -0.7 -0.6 -0.188
C 1.49326 2.46231 -1.44510 -0.1 0.0 1.0 -0.184
C 1.74023 1.16676 -0.70536 1.8 1.0 0.0 -0.246
N 0.61014 0.34863 -0.69611 -0.8 -1.7 -0.3 -0.052
C 0.89585 -0.86163 0.06379 -1.5 0.3 1.4 -0.150
C -0.43533 -1.30283 0.74958 1.1 0.9 -1.7 -0.241
O -0.09670 -1.85272 1.94541 0.1 -0.9 1.7 -0.193
C -1.24148 -2.23973 2.70987 0.8 0.5 -0.5 -0.046
H -1.02621 3.91141 -1.75177 0.1 -0.3 -0.5 0.081
H 0.58666 4.68645 -2.10386 -0.3 -0.2 0.1 0.095
H -0.32095 4.95969 -0.59500 -0.1 0.8 0.3 0.046
H 2.41153 3.05537 -1.61151 -0.2 -0.2 0.0 0.119
H 1.04260 2.18655 -2.38888 -0.3 0.2 -0.4 0.090
H 2.08244 1.36274 0.33776 0.1 0.2 -0.4 0.122
H 2.52565 0.58189 -1.19471 0.3 0.3 0.0 0.124
H -0.17202 0.79595 -0.26937 -0.4 0.6 0.2 0.089
H 1.57164 -0.64361 0.95147 -0.2 -0.4 -1.1 0.124
H 1.25324 -1.67890 -0.57176 0.3 0.3 0.2 0.092
H -0.94545 -1.98089 0.08360 -0.6 -0.6 -0.2 0.107
H -1.08330 -0.42825 0.88149 -0.1 0.1 0.1 0.107
H -1.83163 -1.35361 2.93355 -0.3 0.1 0.1 0.071
H -0.82811 -2.62644 3.64047 -0.4 -0.4 -0.1 0.071
H -1.82364 -2.93548 2.09850 -0.1 -0.3 0.5 0.085